# 1
45
Properties=species:S:1:pos:R:3:forces:R:3:lowdin_spin:R:1 method="wB97M-V/def2-TZVPD" lumo_energy_ev="-5.83 / -7.93" orbital_gap_ev="7.7 / 5.7" homo_ev="-13.56 / -13.58" charge=+2 spin_multiplicity=2 e_tot_ev=-298279.8167
Ir 1.804 -0.078 -0.065 0.1 -0.1 -0.2 0.042
C -2.916 -2.426 1.570 0.1 0.0 0.0 0.000
N -1.492 -2.303 1.239 -0.1 0.0 0.0 0.001
C -0.570 -3.307 1.349 0.0 0.0 0.0 0.000
C 0.623 -2.797 0.934 0.0 0.1 -0.1 0.000
N 0.422 -1.494 0.565 0.2 0.0 0.2 -0.001
C -0.862 -1.211 0.762 0.0 0.0 -0.1 0.001
P -1.607 0.416 0.437 -0.1 0.0 0.1 0.000
C -0.356 1.389 1.335 0.0 0.1 -0.1 0.001
N 0.963 1.288 1.161 -0.1 0.0 0.2 0.004
C 1.565 2.197 1.991 0.0 0.0 -0.1 0.007
C 0.586 2.858 2.670 -0.1 0.0 0.0 0.002
N -0.609 2.346 2.250 -0.1 0.0 0.1 0.000
C -1.928 2.774 2.731 0.1 0.0 0.0 0.000
C -0.898 0.655 -1.224 0.0 0.1 0.0 0.000
N 0.388 0.505 -1.530 0.0 0.0 0.0 0.000
C 0.539 0.857 -2.845 0.1 -0.1 0.1 0.006
C -0.679 1.219 -3.336 -0.1 0.0 0.0 0.001
N -1.572 1.092 -2.310 -0.1 0.0 0.0 0.000
C -3.013 1.347 -2.420 0.1 0.0 0.0 0.000
H -3.053 -3.341 2.137 0.0 0.0 0.0 0.000
H -3.514 -2.473 0.664 0.0 0.0 0.0 0.000
H -3.229 -1.584 2.181 0.0 0.0 0.0 0.000
H -0.832 -4.284 1.718 0.0 0.0 0.0 0.000
H 1.590 -3.267 0.880 0.0 0.0 0.0 0.000
H 2.633 2.308 2.047 0.0 0.0 0.0 0.003
H 0.645 3.640 3.407 0.0 0.0 0.0 0.000
H -1.779 3.513 3.511 0.0 0.0 0.0 0.000
H -2.469 1.928 3.145 0.0 0.0 0.0 0.000
H -2.497 3.223 1.921 0.0 0.0 0.0 0.000
H 1.493 0.832 -3.344 0.0 0.0 0.0 0.006
H -0.978 1.551 -4.316 0.0 0.0 0.0 0.000
H -3.169 2.108 -3.178 0.0 0.0 0.0 0.000
H -3.395 1.710 -1.470 0.0 0.0 0.0 0.000
H -3.535 0.436 -2.704 0.0 0.0 0.0 0.000
Se 3.321 -0.715 1.750 -0.5 0.1 0.4 0.020
Se 5.280 -0.914 0.618 0.5 -0.3 -0.3 0.064
Se 5.442 1.176 -0.389 0.2 0.2 0.0 0.403
Se 3.317 1.637 -0.978 -0.2 0.0 0.0 0.431
C 2.116 -2.260 -2.406 0.1 0.1 0.1 0.001
O 2.677 -1.578 -1.260 -0.1 -0.2 -0.1 0.005
H 2.354 -3.318 -2.338 0.0 0.0 0.0 0.000
H 2.515 -1.838 -3.327 0.0 0.0 0.0 0.000
H 1.041 -2.120 -2.362 0.0 0.0 0.0 0.000
H 3.638 -1.701 -1.174 -0.1 0.0 0.0 0.003

=====

# 2
33
Properties=species:S:1:pos:R:3:forces:R:3:lowdin_spin:R:1 method="wB97M-V/def2-TZVPD" lumo_energy_ev="3.33 / 3.28" orbital_gap_ev="2.7 / 6.3" de_lowest_kcal_mol=17.47 homo_ev="0.65 / -3.01" charge=-1 spin_multiplicity=2 e_tot_ev=-15277.6693
C -0.906 -2.017 -0.985 -0.1 0.9 0.2 0.014
C -1.441 -2.583 -2.310 -1.2 0.0 -0.2 0.006
C -1.945 -2.074 0.147 0.1 -0.4 -0.3 0.002
C 0.393 -2.666 -0.514 -0.2 -0.8 -1.6 0.005
H -0.720 -0.961 -1.255 0.1 -0.2 0.7 0.012
H -2.497 -2.860 -2.221 0.0 -0.2 0.3 0.000
H -1.884 -3.059 0.610 -0.2 -0.3 0.0 0.000
H -1.745 -1.374 0.952 0.1 0.4 -0.1 0.000
H -2.965 -1.947 -0.221 0.0 0.2 0.1 0.001
H 0.210 -3.742 -0.401 0.0 0.0 0.5 0.000
H 1.076 -2.659 -1.358 0.5 0.3 -0.1 0.003
H -0.976 -3.487 -2.701 0.5 0.1 0.0 0.000
H -1.528 -1.798 -3.083 0.7 -0.4 0.1 0.004
H 0.898 -2.244 0.339 -0.2 0.3 0.4 0.001
C -1.865 2.444 0.400 -0.2 1.3 1.5 -0.001
C -0.207 1.409 -1.218 0.2 0.6 -1.4 0.222
C -0.596 1.768 0.059 0.5 -0.5 0.0 0.039
C 1.639 1.253 0.071 0.6 0.9 -0.6 0.001
C 0.519 1.579 0.919 0.4 -0.3 -2.2 0.071
C 2.959 1.238 0.535 -0.8 -0.8 -0.2 0.138
C 0.765 1.844 2.271 -1.0 1.3 1.8 0.148
C 3.124 1.400 1.927 -0.8 1.0 2.4 0.158
C 2.043 1.817 2.776 1.7 -0.8 -1.9 0.029
N 1.226 1.333 -1.296 -1.0 -0.6 1.9 0.061
H -0.747 1.489 -2.153 -0.1 0.2 0.2 0.030
H 1.634 0.752 -2.010 0.1 -0.1 0.3 0.004
H -2.374 2.074 1.302 -0.3 -0.8 -0.5 -0.001
H -2.539 2.644 -0.433 -0.1 -0.5 0.0 0.002
H 3.788 1.115 -0.149 0.1 0.0 0.0 0.014
H -0.016 2.304 2.893 0.1 -0.3 -0.3 0.018
H 4.032 1.351 2.511 0.7 -0.1 -0.7 0.016
H 2.323 2.203 3.749 -0.3 -0.3 0.2 -0.003
H -1.678 3.452 0.846 0.4 -0.1 -0.7 0.004